Entry 1:
{"formula": "C4H6FO4Sc", "method": "wB97M-V/def2-TZVPD", "orbital_gap_ev": [6.76, 5.30], "multiplicity": 2, "total_charge": 1, "relative_energy_kj_mol": 0.0, "lumo_ev": [-3.9, -5.4], "energy_ev": -35841.6259, "species": ["C", "O", "H", "H", "H", "C", "O", "C", "C", "O", "O", "F", "H", "H", "H", "Sc"], "positions_angstrom": [[-3.629308, -1.589509, 0.623238], [-3.527209, -0.507859, -0.218539], [-4.634543, -1.685588, 1.098285], [-3.431367, -2.555118, 0.103514], [-2.912498, -1.542412, 1.483544], [-6.620365, 2.980120, 0.403887], [-7.083041, 1.770359, 0.075513], [-6.055686, 0.945023, -0.449834], [-4.748685, 1.483796, 0.123153], [-5.345739, 3.032861, 0.496728], [-7.422404, 3.859322, 0.724753], [-6.096278, 1.088651, -1.809736], [-6.263087, -0.095745, -0.189999], [-4.593293, 1.159354, 1.159262], [-4.066120, 1.812306, -0.665432], [-7.510488, 5.888245, 1.292901]], "forces_ev_per_a": [[-0.94, -0.56, 0.62], [0.34, -0.77, 0.32], [0.39, 0.18, -0.28], [0.28, 0.62, 0.04], [0.01, 0.19, -0.79], [0.18, -1.24, 0.76], [-0.34, -0.13, -0.26], [-0.01, 0.11, -0.28], [-2.19, 2.83, 0.23], [0.71, -1.05, -0.62], [0.13, 0.83, -0.13], [0.25, -0.11, 0.50], [-0.07, 0.24, -0.05], [0.82, 0.03, -0.80], [0.47, -0.71, 0.87], [-0.04, -0.48, -0.14]], "mulliken_charge": [-0.519, -0.319, 0.257, 0.295, 0.291, 0.691, -0.259, 0.447, -0.305, -0.450, -0.375, -0.288, 0.225, 0.362, 0.373, 0.574]}


Entry 2:
{"formula": "C39H30N12O2SSn", "method": "wB97M-V/def2-TZVPD", "orbital_gap_ev": [5.65, 5.65], "multiplicity": 1, "total_charge": 2, "relative_energy_kj_mol": 242.0, "lumo_ev": [-7.4, -7.4], "energy_ev": -79555.1744, "species": ["Sn", "C", "C", "N", "C", "C", "N", "C", "C", "C", "C", "C", "N", "C", "C", "N", "C", "C", "N", "C", "C", "C", "N", "C", "C", "H", "H", "H", "H", "H", "H", "H", "H", "H", "H", "H", "H", "C", "O", "C", "C", "C", "C", "C", "C", "N", "N", "C", "C", "C", "C", "O", "C", "N", "C", "C", "C", "C", "H", "H", "H", "H", "H", "H", "H", "H", "H", "H", "H", "H", "S", "C", "N", "C", "N", "C", "C", "N", "C", "H", "H", "H", "H", "H", "H"], "positions_angstrom": [[-1.630110, -2.553713, -0.725956], [-0.531480, -0.993943, 3.668808], [-0.607835, -1.884582, 2.556855], [-1.760918, -2.061175, 1.940538], [-2.802690, -1.403090, 2.314464], [-2.657778, -0.393722, 3.287851], [-1.593824, -0.249129, 4.036631], [-4.031933, -1.694426, 1.669586], [-5.262181, -1.580398, 2.360014], [-6.448391, -1.994307, 1.799067], [-6.380492, -2.446276, 0.516488], [-5.108716, -2.577875, -0.144061], [-3.948665, -2.187341, 0.435965], [-4.968930, -3.186796, -1.449972], [-6.140563, -3.710091, -2.091764], [-6.100498, -4.188322, -3.317101], [-4.951580, -4.080627, -4.018989], [-3.783411, -3.587868, -3.386642], [-3.794926, -3.201706, -2.105882], [-7.674578, -1.993783, 2.583807], [-7.804679, -2.774434, 3.735511], [-9.084694, -2.927320, 4.285346], [-10.158919, -2.257683, 3.858383], [-9.987619, -1.462244, 2.840304], [-8.830235, -1.330428, 2.136970], [0.454670, -0.902845, 4.228326], [0.253245, -2.401898, 2.213374], [-3.443986, 0.314834, 3.602624], [-5.231833, -1.425752, 3.450310], [-7.207772, -2.957720, 0.081811], [-7.063576, -3.787156, -1.594245], [-4.832677, -4.243361, -5.070575], [-2.777776, -3.390798, -3.837419], [-6.974190, -3.236543, 4.273693], [-9.212229, -3.597926, 5.064827], [-10.881211, -1.004176, 2.441495], [-8.790825, -0.660994, 1.204220], [10.484701, 7.005012, -1.566472], [9.041892, 7.006957, -1.501942], [8.403922, 6.021053, -0.822803], [9.061816, 4.932339, -0.217746], [8.252172, 3.839710, 0.136490], [6.804079, 3.873472, 0.062875], [6.221029, 5.018378, -0.509011], [7.001282, 6.116458, -0.892971], [6.298855, 2.809564, 0.619518], [5.069561, 2.790192, 0.964846], [4.348307, 1.823172, 0.796269], [4.634042, 0.724991, -0.192055], [3.693056, -0.223838, -0.335956], [2.473055, -0.411691, 0.457706], [1.957794, -1.484320, 0.586033], [2.189625, 0.699154, 1.388128], [0.949331, 0.666210, 1.970710], [0.676282, 1.701138, 2.711722], [1.583321, 2.773769, 3.134158], [2.832668, 2.742323, 2.616353], [3.080885, 1.747127, 1.644056], [10.793883, 7.733083, -2.357246], [10.822388, 5.996654, -1.740405], [10.990095, 7.390114, -0.704592], [10.146365, 4.915369, -0.131522], [8.747741, 3.034282, 0.632136], [5.105101, 5.074464, -0.644406], [6.554486, 6.987955, -1.331540], [5.418008, 0.902670, -0.925153], [3.832659, -0.991980, -1.051804], [-0.379130, 1.825742, 3.001603], [1.192794, 3.506381, 3.868273], [3.486330, 3.534919, 2.890998], [-1.917768, -0.041384, -0.933484], [-0.275501, 0.358909, -1.116195], [0.810153, 0.638436, -1.359557], [2.522078, -2.745577, -4.693500], [1.182110, -2.383401, -4.311122], [0.413070, -1.359416, -4.901122], [-0.798746, -1.319648, -4.253995], [-0.795381, -2.259400, -3.220069], [0.405790, -2.873385, -3.336619], [2.868084, -3.442877, -3.912042], [3.152151, -1.925106, -4.733958], [2.489892, -3.335518, -5.615123], [0.778533, -0.918031, -5.863120], [-1.677244, -0.777180, -4.425838], [0.828187, -3.681665, -2.725172]], "forces_ev_per_a": [[-0.76, -0.14, -0.19], [0.61, -0.75, -0.05], [-0.40, 1.50, 1.87], [2.04, -1.56, -1.07], [0.24, 2.67, 1.93], [-1.85, 0.11, 0.66], [2.35, -0.65, -0.47], [-2.60, -0.19, -0.13], [1.71, -0.40, 0.97], [0.72, 0.78, 0.40], [1.95, -1.18, -1.76], [-0.09, 0.72, 1.93], [-1.03, -0.24, -0.70], [-1.39, -0.85, -1.96], [2.61, 0.03, -0.27], [0.60, 0.06, -1.46], [1.17, 1.18, 1.89], [0.26, 0.19, 0.08], [-0.59, 0.56, 0.74], [-1.47, -0.24, 0.28], [-0.38, 0.19, 0.34], [0.62, 1.61, -1.42], [0.32, -1.27, 1.16], [-1.21, 0.40, -1.05], [1.88, 0.96, -1.93], [-1.61, -0.05, -0.63], [0.55, -0.36, -0.30], [-0.05, -0.67, -0.70], [0.02, 0.45, -0.68], [-0.64, 0.23, -0.23], [-0.95, -0.03, 0.46], [-0.78, -0.63, -0.40], [-1.21, -0.68, -0.09], [-0.09, -0.10, -0.60], [-0.36, -1.07, 1.53], [-0.13, 0.38, 0.18], [-0.08, -1.17, 1.53], [0.27, 0.71, -1.12], [-0.50, -0.91, 1.50], [1.51, 1.37, -1.46], [-1.27, -1.37, 0.02], [1.27, 2.27, -0.02], [2.85, 0.03, -0.31], [-1.34, 2.55, -0.67], [-1.61, -2.27, 0.51], [0.32, 0.20, 0.25], [2.29, 3.20, 0.46], [-4.23, -4.83, 0.10], [-1.82, 1.10, 0.46], [1.09, 0.25, -0.77], [1.56, 0.82, 1.58], [-0.70, -0.88, -0.53], [-1.34, 1.46, 1.12], [1.47, 0.59, -0.78], [-0.52, 2.09, 1.15], [-2.11, -1.72, 0.09], [-0.77, -0.31, -0.50], [1.35, -0.66, -1.38], [-0.63, -1.01, 0.29], [0.29, -0.14, -0.49], [-0.32, 0.11, 1.08], [-0.41, -0.16, 0.15], [-0.08, -0.73, 0.06], [1.31, -0.06, 0.23], [-0.07, 0.20, -0.13], [0.15, -0.42, 0.41], [0.20, -0.63, -0.75], [0.54, -0.34, 0.20], [0.51, -0.48, -0.70], [0.91, 0.22, -0.17], [0.25, 0.28, 0.25], [-1.48, -0.49, -0.28], [1.03, 0.25, -0.03], [-1.07, -2.99, 0.68], [-2.31, 2.04, -0.35], [0.31, -0.38, -1.23], [1.79, -1.35, 0.67], [1.89, -0.73, -0.65], [-0.11, -0.18, 0.82], [0.16, 0.33, -0.31], [1.10, 1.61, -0.25], [0.19, 0.42, -0.03], [-0.53, -0.20, 1.32], [-0.76, 0.94, -0.35], [-0.63, 0.43, -0.01]], "mulliken_charge": [0.754, -0.454, -0.298, -0.403, 0.357, -0.447, -0.536, 0.386, -0.864, 0.844, -1.010, 0.463, 0.247, -0.010, -0.274, -0.566, -0.458, -0.205, 0.293, 0.118, -0.481, -0.427, -0.566, -0.366, -0.310, 0.315, 0.775, 0.468, 0.582, 0.380, 0.542, 0.400, 0.375, 0.412, 0.447, 0.371, 0.305, -0.757, -0.311, 0.934, -0.684, -0.357, 0.344, -0.022, -0.864, -0.558, 0.146, 0.658, -0.776, -0.726, 0.280, -0.452, 0.465, -0.085, -0.119, -0.786, -0.805, 0.723, 0.249, 0.337, 0.356, 0.438, 0.439, 0.373, 0.444, 0.381, 0.528, 0.303, 0.409, 0.468, -0.343, 0.599, -0.561, -0.898, 0.196, -0.503, -0.786, 0.086, -0.270, 0.278, 0.383, 0.347, 0.415, 0.538, 0.386]}


Entry 3:
{"formula": "C12H9N2PtS2Te", "method": "wB97M-V/def2-TZVPD", "orbital_gap_ev": 4.48, "multiplicity": 1, "total_charge": -1, "lumo_ev": 2.4, "energy_ev": -47782.2164, "species": ["Pt", "S", "C", "C", "C", "C", "C", "C", "C", "C", "C", "N", "H", "H", "H", "H", "H", "H", "S", "C", "C", "N", "C", "H", "H", "H", "Te"], "positions_angstrom": [[-0.035875, 0.158298, -1.285249], [4.101213, -0.182964, 0.345373], [4.251371, 0.096118, -1.347147], [3.053822, 0.228518, -1.973891], [1.927578, 0.111091, -1.091826], [2.376447, -0.109134, 0.199586], [1.432918, -0.262291, 1.267482], [1.749127, -0.426371, 2.622184], [0.735620, -0.527108, 3.547691], [-0.592044, -0.455895, 3.119017], [-0.830706, -0.295348, 1.769382], [0.138317, -0.208036, 0.861355], [5.232943, 0.145785, -1.790195], [2.932150, 0.412575, -3.031051], [2.787290, -0.465248, 2.922506], [0.970196, -0.652851, 4.597523], [-1.420070, -0.522327, 3.810596], [-1.841198, -0.231027, 1.381314], [-4.557733, -0.746479, -1.409825], [-4.301160, 0.926364, -1.683025], [-2.973616, 1.210822, -1.659698], [-2.172665, 0.132987, -1.377604], [-2.874064, -0.960056, -1.229375], [-5.114564, 1.597443, -1.891644], [-2.493791, 2.151072, -1.873969], [-2.418877, -1.921493, -1.055246], [-0.062636, 0.795561, -3.744262]], "forces_ev_per_a": [[-0.09, 0.04, 0.36], [0.02, 0.04, -0.02], [-0.04, -0.01, -0.06], [-0.05, 0.01, 0.07], [0.09, 0.00, 0.01], [-0.15, -0.07, 0.04], [0.02, 0.07, -0.05], [-0.08, -0.03, 0.01], [-0.10, 0.01, -0.02], [0.09, -0.02, 0.06], [-0.03, -0.01, 0.02], [0.15, -0.03, -0.14], [0.05, 0.00, -0.01], [0.02, 0.00, -0.03], [0.03, 0.00, 0.00], [-0.02, 0.00, 0.01], [0.01, 0.00, 0.02], [0.00, 0.00, 0.01], [0.13, 0.09, 0.03], [0.16, 0.10, -0.07], [-0.18, -0.10, 0.00], [-0.16, -0.47, 0.11], [0.22, 0.27, -0.06], [-0.04, 0.02, -0.01], [-0.02, 0.05, 0.01], [0.00, -0.01, 0.04], [0.00, 0.06, -0.32]], "mulliken_charge": [0.077, -0.291, -0.507, -0.124, 0.095, -0.374, 1.110, -0.894, -0.250, -0.836, 0.098, -0.294, 0.432, 0.278, 0.281, 0.401, 0.361, 0.350, -0.163, -0.197, -0.600, 0.136, -0.224, 0.397, 0.362, 0.373, -0.996]}